No. 1
{
  "formula": "FH3P2",
  "method": "ωB97M-V with the def2-TZVPD basis set",
  "energy_ev": -21339.5667,
  "de_lowest_ev": 3.553,
  "gap_ev": [7.496, 7.467],
  "e_homo_ha": [-0.3807, -0.3803],
  "species": ["P", "P", "F", "H", "H", "H"],
  "positions_angstrom": [[-1.2676, 0.7221, 0.5145], [-0.0785, -0.7371, -0.3885], [0.9857, 1.8775, 1.1030], [-0.3291, -1.5161, 0.7882], [1.2671, -0.2765, 0.1432], [-1.6384, 1.1698, -0.6872]]
}

=====

No. 2
{
  "formula": "C27H39FeN3O4S",
  "method": "ωB97M-V with the def2-TZVPD basis set",
  "energy_ev": -86515.2502,
  "de_lowest_ev": 0.227,
  "gap_ev": 7.097,
  "e_homo_ha": -0.2435,
  "species": ["Fe", "S", "O", "O", "O", "O", "N", "N", "N", "C", "C", "C", "C", "C", "C", "C", "C", "C", "C", "C", "C", "C", "C", "C", "C", "C", "C", "C", "C", "C", "C", "C", "C", "C", "C", "C", "H", "H", "H", "H", "H", "H", "H", "H", "H", "H", "H", "H", "H", "H", "H", "H", "H", "H", "H", "H", "H", "H", "H", "H", "H", "H", "H", "H", "H", "H", "H", "H", "H", "H", "H", "H", "H", "H", "H"],
  "positions_angstrom": [[-0.6602, 0.7062, -0.0513], [-1.6425, -1.9642, 1.1816], [0.6142, -3.1933, -0.2805], [-0.9088, 0.6434, 1.9077], [-1.9503, -0.9718, 0.0696], [1.1254, -0.0540, 0.2648], [0.2753, 2.4634, 0.1102], [-2.4732, 1.8937, -0.4870], [-0.4862, 0.2591, -2.0060], [-2.4189, -3.4649, 0.5908], [0.8954, 2.7928, 1.1822], [2.4628, -4.4813, 0.3606], [3.0677, 0.3055, -2.8078], [-0.0071, 0.5566, 4.0732], [0.6411, 0.1228, -2.5998], [4.3446, 0.2937, -2.3057], [1.7767, 2.5699, 3.4373], [1.9356, 0.2248, -1.9762], [2.1952, -4.7009, -1.1459], [-3.3874, 1.2212, -1.4327], [2.0913, 0.0808, -0.5620], [0.8946, 1.0083, 5.0056], [-2.7872, 0.9049, -2.7952], [-0.8822, 3.3647, -1.8393], [-2.8343, -1.5840, 2.4650], [-1.6807, -0.1435, -2.7466], [-2.1405, 3.2629, -0.9786], [4.5108, 0.1640, -0.9154], [1.2414, -3.5533, -1.5030], [1.6655, -3.2129, 0.6796], [0.3887, 3.4033, -1.0039], [1.8075, 2.0263, 4.6998], [-0.0423, 1.0814, 2.7555], [3.4338, 0.0513, -0.0762], [-3.1971, 2.0409, 0.7835], [0.8861, 2.1148, 2.4531], [-2.4524, 1.8141, -3.2949], [-2.4986, -0.6522, 2.9135], [-4.0968, 2.6583, 0.6509], [1.7244, -5.6682, -1.3203], [-3.5897, 0.5038, -3.4200], [-3.4868, 1.0569, 1.1416], [1.7994, -2.6963, -1.8953], [2.4610, 3.3717, 3.1780], [-2.5444, 2.4940, 1.5255], [-1.4071, -0.4543, -3.7609], [1.4864, 3.7144, 1.1661], [0.6426, -0.1408, -3.6632], [-0.8243, 2.5124, -2.5026], [-0.7105, -0.2315, 4.3160], [-1.8235, -3.7977, -0.2548], [-3.6995, 0.2894, -0.9622], [5.2014, 0.3683, -2.9608], [0.8967, 0.5698, 5.9969], [2.0978, -5.3265, 0.9442], [1.2558, 3.1495, -1.6204], [2.2746, -2.3125, 0.5569], [1.2195, -3.1935, 1.6725], [0.4635, -3.8229, -2.2176], [3.5219, -4.3551, 0.5825], [-2.0789, -1.0171, -2.2276], [-2.3890, -4.2187, 1.3778], [-2.0204, 3.9011, -0.1009], [-0.9363, 4.2557, -2.4696], [-2.8254, -2.3833, 3.2068], [0.5439, 4.4120, -0.6053], [2.9098, 0.3756, -3.8799], [5.5112, 0.1482, -0.4978], [3.5614, -0.0502, 0.9952], [-3.0068, 3.6510, -1.5292], [-4.2806, 1.8496, -1.5667], [2.5102, 2.3805, 5.4410], [-3.8262, -1.4759, 2.0260], [-3.4450, -3.2514, 0.2933], [3.1063, -4.6609, -1.7418]]
}

=====

No. 3
{
  "formula": "C2H22N4O9",
  "method": "ωB97M-V with the def2-TZVPD basis set",
  "energy_ev": -26821.5137,
  "de_lowest_ev": 0.088,
  "gap_ev": 10.032,
  "e_homo_ha": -0.3547,
  "smiles": "NC(N)=O.NC(N)=O.O.O.O.O.O.O.O",
  "species": ["O", "O", "O", "O", "O", "O", "O", "O", "O", "N", "N", "N", "N", "C", "C", "H", "H", "H", "H", "H", "H", "H", "H", "H", "H", "H", "H", "H", "H", "H", "H", "H", "H", "H", "H", "H", "H"],
  "positions_angstrom": [[9.5002, -6.9438, -1.1343], [14.0184, -8.2940, 3.8617], [9.9666, -10.8486, 4.6560], [8.1838, -9.0931, 0.4389], [8.7668, -12.5202, 2.7186], [11.4396, -9.8328, -0.3491], [11.1705, -12.0653, 1.3687], [8.3460, -4.9539, 0.4412], [12.6976, -7.3537, 0.4440], [11.4986, -9.8316, 5.8856], [10.8753, -7.9337, 1.6181], [11.5768, -5.7367, 1.6543], [12.0497, -10.5157, 3.6655], [11.1619, -10.4425, 4.7446], [11.7646, -7.0340, 1.1632], [11.5308, -10.6600, 2.8104], [10.3299, -7.4358, -1.3443], [7.5301, -9.2911, 1.0521], [10.7145, -5.3414, 2.0413], [10.9414, -8.8803, 1.3095], [13.7053, -7.4855, 3.2947], [8.2204, -13.2774, 2.5838], [12.3765, -9.3642, 5.9141], [8.8586, -9.7911, 0.3139], [11.7249, -10.7374, -0.2517], [12.7117, -9.7367, 3.6417], [10.4015, -12.1889, 1.9011], [9.9504, -7.5595, 1.6603], [11.7125, -12.8832, 1.4818], [14.9695, -8.1443, 3.9626], [12.2145, -9.2003, -0.1333], [10.5893, -9.6311, 6.4069], [7.4729, -5.3773, 0.5235], [8.7786, -5.3896, -0.3194], [8.8753, -7.6302, -0.9443], [8.7935, -12.2583, 3.6531], [12.1948, -5.0301, 1.1710]]
}

=====

No. 4
{
  "formula": "C4H6N2",
  "method": "ωB97M-V with the def2-TZVPD basis set",
  "energy_ev": -7223.3393,
  "de_lowest_ev": 2.252,
  "gap_ev": 9.937,
  "e_homo_ha": -0.3317,
  "smiles": "Cc1ccn[nH]1",
  "species": ["N", "N", "C", "C", "C", "C", "H", "H", "H", "H", "H", "H"],
  "positions_angstrom": [[-1.1346, -0.0530, 0.3586], [-1.4800, 1.1896, 0.6058], [0.6822, 1.0964, -0.0712], [-0.3844, 1.9368, 0.4122], [0.1358, -0.1698, -0.1040], [0.6542, -1.4904, -0.5630], [-1.8422, -0.7536, 0.4802], [-0.7008, 2.4189, 1.3404], [0.5758, -2.2513, 0.2230], [1.6938, 1.3259, -0.4037], [1.7037, -1.3984, -0.8439], [0.0966, -1.8511, -1.4345]]
}